No. 1
Below is a molecular structure, C8H59BINO20P at a distorted geometry, with properties calculated with ωB97M-V/def2-TZVPD.

The net charge is -1. For the total energy, the calculation gives -2563.595274 Eh. The calculation puts the LUMO energy at 1.201 eV. The maximum force is 2.835 eV Å⁻¹.

CARTESIAN COORDINATES (ANGSTROEM)
C1 -0.028 -2.459 -4.291
C2 1.077 -3.240 -3.366
C3 2.276 -2.230 -2.783
O1 2.468 -2.615 -1.378
B1 2.421 -1.460 -0.461
I1 3.836 0.168 -0.994
C4 0.927 -0.780 -0.359
C5 0.182 -0.950 1.091
C6 -1.201 -0.013 1.019
N1 -2.428 -0.790 0.597
P1 3.068 -2.137 1.253
C7 4.731 -1.248 1.728
C8 3.634 -3.986 1.006
H1 -0.909 -2.014 -3.631
H2 0.505 -1.570 -4.864
H3 -0.543 -3.234 -5.037
H4 1.615 -4.127 -3.910
H5 0.492 -3.644 -2.412
H6 3.289 -2.368 -3.363
H7 1.876 -1.144 -2.956
H8 1.004 0.380 -0.588
H9 0.208 -1.225 -1.190
H10 0.819 -0.473 1.975
H11 -0.158 -2.040 1.351
H12 -1.428 0.504 2.068
H13 -1.051 0.839 0.197
H14 -2.200 -1.704 0.147
H15 -3.139 -0.877 1.355
H16 5.584 -1.463 0.931
H17 5.092 -1.812 2.717
H18 4.588 -0.113 1.975
H19 2.818 -4.758 1.332
H20 4.544 -4.117 1.767
H21 4.091 -4.178 -0.061
O2 0.152 -2.511 -7.377
H22 0.065 -1.682 -7.871
H23 1.088 -2.743 -7.472
O3 -2.269 2.244 3.397
H24 -1.916 2.854 2.732
H25 -3.230 2.331 3.308
O4 -1.966 -2.976 3.350
H26 -2.653 -3.595 3.060
H27 -2.064 -2.221 2.750
O5 -0.558 -0.895 -10.062
H28 -1.245 -1.514 -10.351
H29 -0.655 -0.140 -10.661
O6 -2.627 4.833 3.837
H30 -1.793 5.325 3.791
H31 -2.573 4.358 4.679
O7 1.514 3.286 -1.795
H32 1.196 3.046 -2.678
H33 2.313 2.750 -1.680
O8 -4.205 5.719 1.046
H34 -3.317 5.939 0.724
H35 -4.048 5.333 1.920
O9 1.095 -0.110 4.481
H36 0.408 -0.730 4.191
H37 0.998 0.644 3.881
O10 2.664 -0.807 -7.936
H38 2.062 -0.933 -8.685
H39 2.619 0.144 -7.757
O11 -2.221 3.151 6.849
H40 -1.494 3.510 7.380
H41 -2.994 3.228 7.428
O12 5.967 -0.824 -7.606
H42 6.320 -0.213 -8.271
H43 5.006 -0.737 -7.696
O13 -0.099 5.716 4.800
H44 0.735 6.208 4.755
H45 -0.045 5.241 5.643
O14 -1.267 -5.495 -6.946
H46 -2.139 -5.499 -6.523
H47 -1.001 -4.563 -6.926
O15 1.071 4.827 7.508
H48 1.523 5.560 7.953
H49 1.772 4.174 7.364
O16 0.452 -4.481 2.174
H50 -0.246 -4.791 1.577
H51 -0.027 -3.989 2.858
O17 -5.624 1.924 3.462
H52 -5.788 1.946 4.417
H53 -6.502 1.783 3.077
O18 2.090 2.822 3.446
H54 1.489 3.573 3.562
H55 2.940 3.150 3.777
O19 -6.270 3.342 -0.288
H56 -5.818 4.075 0.157
H57 -5.569 2.688 -0.433
O20 -4.082 -1.375 4.147
H58 -3.279 -1.603 4.640
H59 -4.014 -0.416 4.022

Atoms 1-6, force components in eV/Å:
-0.038 -0.339 0.064
0.072 0.378 0.688
-1.347 -1.154 -0.302
0.146 1.843 -2.149
-0.871 -1.673 -0.098
0.894 1.407 -0.996

No. 2
Below is C4H9NO2 in the gas phase at a distorted geometry, with properties calculated with ωB97M-V/def2-TZVPD.

As for the SMILES: CC(C)NC(=O)O. The net charge is 0. For the total energy, the calculation gives -363.052998 Eh. The calculation puts the LUMO energy at 0.818 eV. Its energy relative to the best compared isomer or geometry (same formula, charge and spin) is 20.4 kcal per mole. The maximum force is 4.323 eV Å⁻¹.

CARTESIAN COORDINATES (ANGSTROEM)
C1 1.258 -0.099 -1.163
C2 0.688 0.434 0.138
C3 0.966 -0.542 1.296
N1 -0.713 0.835 -0.114
C4 -1.784 -0.008 -0.231
O1 -1.655 -1.196 -0.112
O2 -3.000 0.696 -0.297
H1 2.281 -0.304 -0.960
H2 0.748 -1.015 -1.393
H3 1.244 0.564 -1.996
H4 1.235 1.356 0.420
H5 1.214 -1.475 0.922
H6 1.755 -0.383 1.884
H7 0.151 -0.724 1.935
H8 -0.728 1.812 -0.379
H9 -3.658 0.047 0.049

Atoms 1-6, force components in eV/Å:
0.249 -0.254 0.936
0.249 0.306 -0.109
-2.869 0.037 -2.275
0.210 0.797 0.331
0.624 1.663 1.055
-0.805 -0.600 -0.213

No. 3
Below is 2 unconnected molecules or ions with the total composition C4H9NO at a distorted geometry, with properties calculated with ωB97M-V/def2-TZVPD.

The net charge is 0. For the total energy, the calculation gives -287.567442 Eh. The calculation puts the LUMO energy (spin up / spin down) at 0.445 / 0.404 eV. Its energy relative to the best compared isomer or geometry (same formula, charge and spin) is 166.3 kcal per mole. The maximum force is 4.111 eV Å⁻¹.

CARTESIAN COORDINATES (ANGSTROEM)
C1 0.860 -0.324 0.047
C2 2.306 -0.412 -0.466
C3 0.433 1.045 0.409
C4 -3.150 -0.224 -0.093
N1 -0.132 -1.285 -0.280
O1 0.372 -1.278 0.987
H1 2.510 0.161 -1.383
H2 2.723 -1.279 -0.856
H3 2.931 -0.111 0.250
H4 0.224 1.518 -0.557
H5 1.141 1.680 0.958
H6 -0.327 1.075 1.147
H7 -3.296 -0.849 -0.863
H8 -3.327 -0.507 0.862
H9 -3.270 0.790 -0.162

Atoms 1-6, force components in eV/Å:
1.254 -0.261 0.292
-2.689 0.225 -2.677
0.703 1.364 -0.642
0.601 1.072 0.678
-0.252 0.147 -0.350
0.579 -0.801 0.205

No. 4
Below is 2 unconnected molecules or ions with the total composition C3H11N2S2 at a distorted geometry, with properties calculated with ωB97M-V/def2-TZVPD.

The net charge is +1. For the total energy, the calculation gives -1026.486228 Eh. The calculation puts the LUMO energy at -3.664 eV. Its energy relative to the best compared isomer or geometry (same formula, charge and spin) is 52.6 kcal per mole. The maximum force is 4.486 eV Å⁻¹.

CARTESIAN COORDINATES (ANGSTROEM)
C1 -1.409 1.276 0.072
C2 -0.033 0.718 0.564
C3 0.034 -0.645 0.001
N1 -0.127 -1.740 0.750
N2 0.071 -0.821 -1.269
S1 3.465 0.806 -0.275
S2 2.700 -0.985 0.271
H1 -2.156 0.403 0.026
H2 -1.756 2.148 0.632
H3 -1.201 1.558 -1.018
H4 -0.106 0.771 1.704
H5 0.805 1.244 0.219
H6 -0.165 -1.593 1.797
H7 -0.276 -2.677 0.509
H8 0.355 0.044 -1.708
H9 1.449 -0.802 1.197
H10 0.336 -1.723 -1.693
H11 4.655 0.980 0.350

Atoms 1-6, force components in eV/Å:
0.282 -0.990 -2.343
-2.604 -0.185 2.227
-1.468 -2.415 1.559
-0.871 1.984 3.758
0.655 0.565 -2.123
-0.159 0.643 -0.431

No. 5
Below is C3H5NO3 in the gas phase, with properties calculated with ωB97M-V/def2-TZVPD.

As for the SMILES: NC(=O)COC=O. The net charge is 0. For the total energy, the calculation gives -397.800674 Eh. The calculation puts the LUMO energy at 0.695 eV. Its energy relative to the best compared isomer or geometry (same formula, charge and spin) is 22.6 kcal per mole. The maximum force is 0.518 eV Å⁻¹.

CARTESIAN COORDINATES (ANGSTROEM)
N1 -1.137 -1.165 0.036
C1 -0.862 -0.182 0.902
O1 -1.455 0.004 1.951
C2 0.246 0.848 0.634
O2 1.286 0.798 -0.396
C3 1.311 0.179 -1.567
O3 0.525 -0.611 -2.034
H1 -0.668 -1.208 -0.864
H2 -1.912 -1.768 0.265
H3 -0.267 1.810 0.523
H4 0.811 0.878 1.565
H5 2.214 0.484 -2.110

Atoms 1-6, force components in eV/Å:
0.015 -0.033 -0.016
-0.050 -0.030 0.029
0.105 -0.030 -0.165
0.067 0.050 -0.047
-0.153 -0.087 0.113
-0.293 -0.251 -0.150

No. 6
Below is C4H3N3O2 in the gas phase at a distorted geometry, with properties calculated with ωB97M-V/def2-TZVPD.

As for the SMILES: On1ccc2onnc21. The net charge is 0. For the total energy, the calculation gives -468.812335 Eh. The calculation puts the LUMO energy at 0.402 eV. Its energy relative to the best compared isomer or geometry (same formula, charge and spin) is 86.6 kcal per mole. The maximum force is 2.704 eV Å⁻¹.

CARTESIAN COORDINATES (ANGSTROEM)
O1 2.259 -1.230 -0.026
N1 1.276 -0.232 0.020
C1 1.566 1.093 -0.061
C2 0.350 1.801 0.058
C3 -0.706 0.824 0.084
O2 -2.003 0.606 -0.075
N2 -2.176 -0.843 -0.029
N3 -1.015 -1.366 0.004
C4 -0.093 -0.415 0.111
H1 1.815 -2.044 -0.074
H2 2.594 1.415 -0.110
H3 0.248 2.895 -0.120

Atoms 1-6, force components in eV/Å:
0.792 2.572 0.264
-0.128 -1.173 -0.200
-1.763 -0.205 0.735
-0.133 1.142 -1.141
1.905 -0.101 -0.253
-0.393 0.124 0.742